Formula: C37H94NO15PS
Source: the Open Molecules 2025 dataset
Level of theory: ωB97M-V/def2-TZVPD

Output
Gap between HOMO and LUMO ... 0.3240 Ha
HOMO ... -8.4 eV

The geometry in ORCA input format:
```
! wB97M-V def2-TZVPD RIJCOSX def2/J DEFGRID3
* xyz 0 1
C -5.508 -0.882 4.351
C -5.828 0.491 3.787
C -4.780 1.570 4.059
N -3.389 1.119 3.942
C -3.010 0.801 2.650
O -2.809 1.895 1.681
S -2.466 1.068 0.324
O -1.487 1.818 -0.374
O -3.674 0.895 -0.399
O -1.930 -0.295 0.973
C -1.770 -0.048 2.416
C -0.395 0.651 2.581
C 0.670 0.360 1.516
C 1.082 -1.098 1.344
C 2.237 -1.278 0.373
C 1.865 -0.984 -1.095
C 1.221 -2.142 -1.885
C 2.182 -2.676 -2.948
C 1.465 -3.394 -4.076
C 2.435 -3.925 -5.144
C 2.618 -5.455 -5.095
C 1.980 -6.150 -6.298
C 1.774 -7.640 -6.073
O 2.840 -8.134 -5.282
C 2.747 -9.525 -5.041
P -1.511 -1.573 3.485
C -1.678 -0.991 5.222
O -2.780 -2.590 3.144
H -4.447 -1.087 4.346
H -5.834 -0.977 5.382
H -5.974 -1.683 3.801
H -6.758 0.820 4.241
H -6.038 0.438 2.723
H -4.970 2.439 3.429
H -4.922 1.914 5.079
H -2.742 1.746 4.405
H -3.801 0.223 2.170
H 0.052 0.421 3.546
H -0.560 1.728 2.567
H 0.424 0.795 0.561
H 1.555 0.900 1.842
H 1.324 -1.512 2.317
H 0.232 -1.652 0.952
H 2.504 -2.334 0.413
H 3.126 -0.727 0.672
H 2.784 -0.655 -1.569
H 1.160 -0.157 -1.110
H 0.803 -2.948 -1.285
H 0.381 -1.714 -2.431
H 2.905 -3.350 -2.491
H 2.672 -1.809 -3.382
H 0.768 -2.709 -4.551
H 0.883 -4.232 -3.695
H 2.055 -3.665 -6.129
H 3.411 -3.460 -5.030
H 3.668 -5.707 -5.066
H 2.170 -5.862 -4.191
H 2.686 -6.053 -7.119
H 1.043 -5.678 -6.575
H 1.783 -8.162 -7.032
H 0.811 -7.832 -5.595
H 1.854 -9.973 -5.470
H 2.719 -9.693 -3.965
H 3.629 -10.029 -5.432
H -2.705 -0.931 5.566
H -1.292 0.023 5.249
H -1.102 -1.619 5.889
H -2.427 -3.480 3.303
C -4.538 -0.573 -3.454
C -3.198 -0.609 -4.165
O -2.593 0.682 -4.191
H -5.212 0.130 -3.946
H -5.007 -1.559 -3.443
H -4.416 -0.236 -2.425
H -3.317 -0.925 -5.200
H -2.521 -1.312 -3.666
H -2.473 0.968 -3.278
C 1.658 4.931 0.892
C 2.780 4.099 1.482
O 2.776 2.781 0.930
H 0.693 4.457 1.082
H 1.649 5.936 1.316
H 1.770 5.013 -0.191
H 2.655 3.998 2.561
H 3.749 4.563 1.288
H 2.898 2.865 -0.023
C 2.674 3.364 5.702
C 1.522 2.735 4.942
O 0.460 2.357 5.824
H 3.058 2.671 6.450
H 3.485 3.638 5.026
H 2.344 4.262 6.229
H 1.850 1.829 4.433
H 1.128 3.426 4.190
H 0.154 3.154 6.270
C 0.316 -5.943 1.698
C 0.668 -4.688 0.919
O -0.338 -4.378 -0.038
H 0.188 -6.789 1.021
H 1.095 -6.188 2.423
H -0.628 -5.812 2.235
H 1.600 -4.829 0.370
H 0.794 -3.841 1.599
H -1.175 -4.243 0.431
C 4.211 8.254 -1.617
C 5.126 7.402 -0.757
O 4.477 6.213 -0.317
H 3.310 8.523 -1.062
H 4.714 9.167 -1.937
H 3.893 7.701 -2.504
H 5.427 7.948 0.136
H 6.027 7.130 -1.317
H 4.213 5.711 -1.101
C 5.323 13.030 -2.711
C 6.418 12.148 -2.140
O 6.399 10.848 -2.726
H 4.345 12.576 -2.546
H 5.333 14.019 -2.249
H 5.448 13.151 -3.790
H 6.280 12.014 -1.069
H 7.400 12.603 -2.306
H 6.532 10.952 -3.674
C -5.372 -5.095 -0.018
C -4.246 -5.532 0.900
O -3.514 -4.410 1.387
H -4.975 -4.528 -0.860
H -5.922 -5.956 -0.401
H -6.072 -4.444 0.512
H -3.539 -6.164 0.366
H -4.642 -6.100 1.750
H -4.119 -3.838 1.875
C 3.957 4.465 -5.277
C 4.070 3.845 -3.898
O 3.896 4.827 -2.873
H 4.702 5.253 -5.401
H 4.105 3.716 -6.055
H 2.975 4.921 -5.417
H 5.056 3.409 -3.752
H 3.323 3.057 -3.769
H 3.019 5.214 -2.983
C -8.640 -4.735 5.615
C -7.329 -4.860 4.862
O -6.545 -3.673 4.978
H -9.214 -3.887 5.240
H -9.242 -5.639 5.510
H -8.460 -4.561 6.678
H -7.512 -5.014 3.800
H -6.751 -5.711 5.238
H -6.365 -3.531 5.914
*
```

Mulliken atomic charge list, values in e, 8 entries: -0.523, -0.740, -0.690, 0.330, -1.578, -0.652, 1.328, -0.657

***

Formula: C37H96N7O9Y
Source: the Open Molecules 2025 dataset
Level of theory: ωB97M-V/def2-TZVPD

Output
Gap between HOMO and LUMO ... 0.0391 Ha
Relative energy (zero: lowest compared OMol25 entry of this formula, charge and spin) ... 13.540 eV
HOMO ... -11.2 eV

The geometry in ORCA input format:
```
! wB97M-V def2-TZVPD RIJCOSX def2/J DEFGRID3
* xyz 2 1
Y 1.128 -3.313 -6.809
C -0.217 0.236 -1.131
C -1.072 0.155 -2.494
C -1.830 1.552 -2.829
O -0.421 -0.535 -3.612
H -0.698 0.767 -0.309
H 0.824 0.500 -1.319
H 0.058 -0.785 -0.863
H -1.935 -0.448 -2.213
H -2.633 1.782 -2.129
H -2.310 1.574 -3.807
H -1.032 2.292 -2.780
C 3.301 4.707 -4.830
O 3.675 5.598 -3.776
H 2.359 4.161 -4.773
H 3.049 5.281 -5.721
H 4.097 4.014 -5.102
H 2.980 6.234 -3.590
C 3.223 10.980 -1.144
C 1.820 11.033 -1.579
C 0.842 10.161 -0.721
O 1.249 8.778 -0.701
C 0.259 7.826 -0.233
N 1.339 12.374 -1.559
H 3.541 11.388 -0.185
H 3.818 11.374 -1.968
H 3.383 9.901 -1.148
H 1.721 10.637 -2.589
H -0.139 10.293 -1.178
H 0.790 10.500 0.313
H 0.764 6.885 -0.452
H -0.677 7.961 -0.774
H 0.066 7.808 0.839
H 0.441 12.336 -2.019
H 1.970 13.052 -1.961
C 1.304 -10.671 2.198
C 1.464 -9.776 3.500
C 0.226 -8.878 3.845
O 0.191 -7.870 2.835
C -0.447 -6.721 3.263
N 1.757 -10.717 4.569
H 0.494 -11.392 2.314
H 2.210 -11.257 2.045
H 1.061 -10.179 1.257
H 2.337 -9.129 3.418
H 0.518 -8.517 4.831
H -0.759 -9.333 3.955
H -0.121 -6.494 4.278
H -1.527 -6.824 3.368
H -0.321 -5.810 2.678
H 2.567 -11.298 4.404
H 0.956 -11.330 4.629
C -4.059 7.511 4.431
C -5.213 6.869 3.714
C -5.083 5.393 3.293
O -6.328 5.116 2.638
C -6.407 3.833 2.085
N -6.521 7.103 4.452
H -3.873 7.180 5.453
H -4.283 8.578 4.458
H -3.119 7.370 3.896
H -5.254 7.446 2.790
H -4.993 4.730 4.153
H -4.220 5.164 2.668
H -7.107 3.814 1.249
H -6.596 3.086 2.855
H -5.514 3.478 1.571
H -6.889 8.019 4.240
H -7.117 6.488 3.917
C -1.419 1.025 -9.554
C -2.278 -0.305 -9.338
C -3.549 -0.331 -10.240
O -4.366 -1.350 -9.665
C -5.601 -1.784 -10.363
N -1.297 -1.404 -9.722
H -1.084 1.125 -10.586
H -0.442 0.981 -9.073
H -1.980 1.925 -9.299
H -2.715 -0.388 -8.342
H -3.142 -0.607 -11.213
H -3.953 0.680 -10.203
H -5.292 -2.029 -11.379
H -6.288 -0.956 -10.537
H -6.094 -2.569 -9.789
H -0.659 -0.950 -10.360
H -1.885 -2.077 -10.192
C 4.764 -3.649 -1.542
C 5.262 -2.901 -2.776
C 6.654 -2.374 -2.594
O 7.509 -3.350 -1.981
C 8.751 -2.875 -1.495
N 5.075 -3.640 -4.002
H 5.292 -4.566 -1.280
H 3.700 -3.868 -1.625
H 4.834 -3.071 -0.621
H 4.762 -1.933 -2.796
H 6.635 -1.469 -1.985
H 7.095 -2.064 -3.541
H 9.512 -2.814 -2.274
H 9.125 -3.619 -0.792
H 8.705 -1.914 -0.984
H 5.534 -3.132 -4.744
H 5.897 -4.226 -3.971
C -2.576 -7.288 -5.914
C -2.241 -6.191 -4.870
C -1.046 -6.464 -3.954
O 0.073 -6.436 -4.895
C 0.926 -7.598 -4.709
N -2.126 -4.965 -5.641
H -2.603 -8.221 -5.352
H -1.719 -7.531 -6.542
H -3.533 -7.152 -6.418
H -3.108 -6.086 -4.217
H -1.187 -7.346 -3.329
H -0.812 -5.721 -3.192
H 1.504 -7.431 -3.800
H 1.683 -7.771 -5.475
H 0.427 -8.542 -4.490
H -2.996 -4.710 -6.087
H -2.008 -4.234 -4.954
C 0.558 0.080 10.621
C 1.237 0.669 9.443
C 1.725 -0.561 8.581
C 0.583 -1.062 7.603
C 0.187 0.134 6.752
C -0.445 1.248 7.531
N 0.473 1.697 8.616
O 0.070 2.750 9.264
C -0.489 2.456 6.506
C -1.973 0.939 7.877
C 2.542 1.316 9.866
H 0.351 0.938 11.259
H 1.242 -0.513 11.227
H -0.304 -0.564 10.442
H 2.640 -0.439 8.001
H 1.999 -1.378 9.249
H -0.236 -1.593 8.089
H 1.068 -1.863 7.047
H -0.556 -0.289 6.076
H 1.038 0.449 6.149
H -1.089 3.246 6.958
H 0.518 2.850 6.373
H -0.659 2.144 5.475
H -2.627 1.782 7.653
H -2.382 0.018 7.459
H -2.141 0.678 8.922
H 3.127 1.519 8.968
H 3.198 0.742 10.521
H 2.314 2.246 10.387
H -0.756 2.492 9.678
*
```

Mulliken atomic charge list, values in e, 8 entries: 1.269, -1.133, 0.458, -0.988, -0.388, 0.340, 0.353, 0.345

***

Formula: C38H100Cl9N4O18
Source: the Open Molecules 2025 dataset
Level of theory: ωB97M-V/def2-TZVPD

Output
Gap between HOMO and LUMO ... 0.3152 Ha
HOMO ... -6.6 eV

The geometry in ORCA input format:
```
! wB97M-V def2-TZVPD RIJCOSX def2/J DEFGRID3
* xyz -1 1
Cl -0.821 1.202 0.133
O -1.220 2.239 -0.818
O -1.341 -0.022 -0.412
O 0.594 0.901 0.345
O -1.373 1.542 1.467
Cl 2.825 -2.831 -2.438
C 3.062 -2.643 -0.685
C 3.507 -4.050 -0.056
Cl 5.104 -4.593 -0.452
H 2.123 -2.272 -0.274
H 3.851 -1.912 -0.512
H 2.905 -4.891 -0.400
H 3.264 -4.155 1.001
Cl -3.442 5.324 3.302
C -1.864 5.316 2.482
C -1.978 5.004 1.065
Cl -2.444 6.421 0.170
H -1.313 4.522 2.986
H -1.443 6.306 2.659
H -2.647 4.191 0.784
H -0.940 4.745 0.855
Cl -2.383 2.518 7.280
C -2.927 2.011 5.540
C -4.115 1.060 5.494
Cl -3.811 -0.371 6.525
H -2.053 1.604 5.032
H -3.162 2.934 5.009
H -4.186 0.653 4.485
H -5.074 1.510 5.751
Cl -0.649 3.086 -4.843
C 0.709 1.935 -4.785
C 1.051 1.425 -3.401
Cl 2.379 0.244 -3.495
H 1.503 2.625 -5.071
H 0.632 1.206 -5.592
H 0.202 0.836 -3.054
H 1.304 2.112 -2.594
C 0.349 0.116 6.907
O 1.287 0.045 5.777
H -0.669 -0.142 6.616
H 0.622 -0.628 7.655
H 0.436 1.134 7.288
H 1.162 0.815 5.216
C 0.851 3.146 3.708
O 0.745 1.772 3.847
H 1.854 3.470 3.431
H 0.283 3.200 2.780
H 0.422 3.677 4.558
H 0.417 1.459 3.001
C -0.732 -3.686 -0.486
O -1.452 -4.459 0.413
H 0.092 -4.268 -0.898
H -1.272 -3.328 -1.362
H -0.396 -2.795 0.044
H -1.103 -4.237 1.280
C 0.498 5.248 -2.218
O 1.525 5.572 -3.101
H 0.358 4.213 -1.905
H 0.608 5.745 -1.254
H -0.386 5.618 -2.737
H 1.336 6.367 -3.605
C -4.330 -0.942 1.429
O -4.537 -0.707 0.076
H -3.709 -0.156 1.859
H -5.202 -0.861 2.078
H -3.828 -1.906 1.518
H -3.662 -0.477 -0.245
C -4.517 -2.451 -2.691
O -5.690 -1.773 -2.252
H -4.744 -2.866 -3.672
H -3.701 -1.735 -2.792
H -4.171 -3.126 -1.909
H -5.584 -1.350 -1.397
C 10.150 0.456 1.547
O 10.061 1.663 0.867
C 9.773 2.786 1.657
C 8.466 2.743 2.442
N 7.337 2.954 1.536
C 5.984 2.503 1.908
C 5.104 2.335 0.616
O 4.518 3.556 0.097
C 3.457 3.326 -0.876
H 10.097 -0.339 0.803
H 9.351 0.142 2.218
H 11.039 0.373 2.172
H 9.868 3.707 1.082
H 10.584 2.939 2.370
H 8.537 3.596 3.118
H 8.350 1.821 3.011
H 7.144 3.933 1.380
H 5.515 3.247 2.552
H 6.025 1.596 2.510
H 4.284 1.748 1.029
H 5.541 1.653 -0.114
H 2.914 4.264 -0.993
H 2.657 2.615 -0.669
H 3.884 3.098 -1.852
C -3.263 -0.353 -5.310
O -4.532 -0.361 -4.688
C -5.259 0.895 -4.487
C -4.441 1.849 -3.516
N -5.188 2.969 -3.052
C -4.472 3.649 -1.925
C -5.537 4.474 -1.240
O -6.437 3.678 -0.473
C -5.824 2.837 0.469
H -3.425 -0.073 -6.351
H -2.748 -1.313 -5.348
H -2.701 0.427 -4.797
H -6.227 0.709 -4.021
H -5.529 1.451 -5.385
H -3.479 2.144 -3.934
H -4.146 1.199 -2.693
H -6.075 2.636 -2.702
H -3.665 4.206 -2.402
H -3.953 2.907 -1.318
H -6.191 5.174 -1.760
H -5.104 5.176 -0.528
H -6.557 2.568 1.228
H -4.926 3.217 0.957
H -5.618 1.845 0.067
C -5.396 -5.245 -5.813
O -4.063 -5.508 -5.386
C -3.972 -6.066 -4.030
C -2.714 -6.952 -4.025
N -1.416 -6.327 -3.810
C -1.349 -4.935 -4.480
C 0.008 -4.360 -4.230
O 0.151 -3.066 -4.788
C -0.216 -2.036 -3.905
H -6.191 -5.020 -5.102
H -5.829 -5.963 -6.509
H -5.371 -4.302 -6.360
H -4.876 -6.637 -3.816
H -3.968 -5.269 -3.286
H -2.603 -7.415 -5.006
H -2.792 -7.769 -3.308
H -0.954 -6.352 -2.912
H -2.113 -4.341 -3.980
H -1.641 -4.892 -5.529
H 0.754 -4.895 -4.818
H 0.252 -4.298 -3.170
H -0.073 -1.112 -4.464
H 0.401 -1.807 -3.036
H -1.269 -2.079 -3.624
C 0.441 -4.395 3.116
O -0.490 -3.460 2.581
C -0.541 -2.088 3.184
C 0.755 -1.388 2.829
N 1.969 -1.801 3.586
C 3.064 -1.033 3.105
C 4.319 -1.592 3.822
O 5.386 -0.855 3.176
C 6.765 -1.163 3.601
H 0.027 -5.370 2.857
H 0.499 -4.294 4.200
H 1.433 -4.297 2.677
H -0.839 -2.006 4.229
H -1.364 -1.580 2.682
H 0.540 -0.322 2.908
H 0.925 -1.594 1.772
H 1.794 -1.540 4.546
H 3.068 0.042 3.286
H 3.209 -1.032 2.025
H 4.651 -2.617 3.656
H 4.337 -1.405 4.896
H 6.824 -2.230 3.386
H 6.707 -0.836 4.640
H 7.429 -0.561 2.981
*
```

Mulliken atomic charge list, values in e, 8 entries: 0.188, -0.130, -0.268, -0.360, -0.542, -0.154, 0.416, -0.242

***

| no. | total energy (eV) | LUMO level (eV) |
| --- | --- | --- |
| 1 | -92216.7175 | 0.465 |
| 2 | -69792.9205 | -10.140 |
| 3 | -196529.5846 | 1.985 |